Entry A
Density functional theory data (the ωB97M-V functional and the def2-TZVPD basis) for an isolated molecule of C3H9PSi.

XYZ file:
```
14
C3H9PSi (the ωB97M-V functional and the def2-TZVPD basis)
C -2.004 0.534 0.867
C -1.586 0.279 -0.605
C -0.223 -0.233 -0.369
P 1.015 0.884 -0.580
Si 3.094 -0.584 -0.192
H -2.243 -0.349 1.479
H -2.971 1.098 0.945
H -1.206 1.059 1.249
H -1.571 1.191 -1.108
H -2.345 -0.388 -1.097
H 0.008 -1.188 -0.130
H 3.115 -0.137 1.171
H 4.225 -0.240 -1.036
H 2.692 -1.926 -0.595
```

Lowest unoccupied orbital energy   0.42 eV
HOMO   -8.4 eV
SMILES   CC/C=P/[SiH3]

Entry B
Density functional theory data (the ωB97M-V functional and the def2-TZVPD basis) for a cluster of 2 separate species, C3H9PSi in total.

XYZ file:
```
14
C3H9PSi (the ωB97M-V functional and the def2-TZVPD basis)
C -0.200 -0.254 -0.269
C -2.563 0.141 0.567
C -1.632 -0.709 -0.311
Si 3.738 0.517 -0.016
P 1.048 -1.254 0.147
H 0.002 0.719 -0.551
H -2.346 1.136 0.366
H -2.402 -0.047 1.688
H -3.602 -0.022 0.184
H -2.009 -0.633 -1.383
H -1.800 -1.689 -0.035
H 5.057 -0.155 0.005
H 3.144 1.324 1.023
H 3.565 0.925 -1.415
```

Lowest unoccupied orbital energy (spin up / spin down)   -0.51 / -0.51 eV
HOMO (spin up / spin down)   -7.4 / -7.4 eV

Stability ranking, top and bottom: entry A is the most stable and entry B is the least stable.

Entry A
Density functional theory data (the ωB97M-V functional and the def2-TZVPD basis) for an isolated molecule of C5H2.

XYZ file:
```
7
C5H2 (the ωB97M-V functional and the def2-TZVPD basis)
C 3.771 -0.746 0.022
C 2.673 -0.093 -0.030
C 0.052 -0.304 -0.040
C -0.983 -1.007 0.097
C 1.550 0.660 -0.046
H 1.307 1.749 0.101
H -1.551 -1.852 -0.117
```

Lowest unoccupied orbital energy   -2.41 eV
HOMO   -10.6 eV

Entry B
Density functional theory data (the ωB97M-V functional and the def2-TZVPD basis) for a cluster of 2 separate species, C5H2 in total.

XYZ file:
```
7
C5H2 (the ωB97M-V functional and the def2-TZVPD basis)
C -2.717 -1.096 -0.427
C -1.518 -0.786 -0.746
C 1.448 0.891 1.382
C 0.771 0.316 0.586
C -0.328 -0.380 -1.045
H 2.024 1.345 2.136
H 0.321 -0.290 -1.885
```

Lowest unoccupied orbital energy   -2.44 eV
HOMO   -10.6 eV

Stability ranking, top and bottom: entry A is the most stable and entry B is the least stable.

Entry A
Density functional theory data (the ωB97M-V functional and the def2-TZVPD basis) for a cluster of 4 separate species, C4H16O3 in total.

XYZ file:
```
23
C4H16O3 (the ωB97M-V functional and the def2-TZVPD basis)
C -1.406 1.054 -0.394
C 0.010 0.564 -0.022
C 0.197 -0.957 0.033
C 0.587 1.274 1.181
H -1.736 1.989 0.053
H -1.953 0.272 0.152
H -1.703 0.826 -1.418
H 0.775 0.752 -0.798
H 1.224 -1.152 0.363
H -0.488 -1.498 0.712
H 0.063 -1.510 -0.897
H 1.011 2.263 0.943
H 1.292 0.781 1.849
H -0.225 1.584 1.867
H -3.232 4.240 2.353
H -2.549 3.004 2.789
O -2.369 3.936 2.587
H 2.597 -1.277 -1.022
H 3.914 -1.715 -1.553
O 3.227 -2.012 -0.930
H 0.642 -4.784 -2.473
H 0.226 -3.381 -2.561
O -0.103 -4.252 -2.815
```

Spin multiplicity   2
Lowest unoccupied orbital energy (spin up / spin down)   2.76 / 2.64 eV
Charge   -1
HOMO (spin up / spin down)   0.9 / -7.2 eV

Entry B
Density functional theory data (the ωB97M-V functional and the def2-TZVPD basis) for a cluster of 4 separate species, C4H16O3 in total.

XYZ file:
```
23
C4H16O3 (the ωB97M-V functional and the def2-TZVPD basis)
C 0.899 -0.463 -1.459
C -0.305 0.013 -0.606
C 0.102 0.103 0.870
C -0.803 1.387 -1.082
H 0.403 -0.551 -2.443
H 1.505 0.425 -1.449
H 1.335 -1.385 -1.109
H -1.243 -0.591 -0.637
H -0.604 -0.254 1.631
H 0.313 1.135 1.190
H 1.025 -0.390 1.137
H -1.590 1.719 -0.389
H 0.042 2.088 -1.144
H -1.397 1.185 -2.008
H -2.261 -4.370 -0.476
H -0.963 -3.887 -0.477
O -1.856 -3.480 -0.346
H 1.468 -3.886 0.669
H 1.575 -4.750 -0.580
O 0.907 -4.295 -0.025
H 1.239 6.765 3.106
H -0.073 6.755 2.367
O 0.282 6.726 3.258
```

Spin multiplicity   2
Lowest unoccupied orbital energy (spin up / spin down)   2.41 / 2.34 eV
Charge   -1
HOMO (spin up / spin down)   0.8 / -7.1 eV

Entry C
Density functional theory data (the ωB97M-V functional and the def2-TZVPD basis) for a cluster of 4 separate species, C4H16O3 in total.

XYZ file:
```
23
C4H16O3 (the ωB97M-V functional and the def2-TZVPD basis)
C -0.967 -0.743 -1.690
C -1.932 -1.181 -0.598
C -2.258 -0.041 0.378
C -2.806 -0.522 1.712
H -1.484 -0.041 -2.328
H -0.668 -1.561 -2.359
H -0.138 -0.210 -1.252
H -1.641 -2.049 0.016
H -2.872 -1.508 -1.061
H -3.027 0.564 -0.106
H -1.426 0.647 0.557
H -2.963 0.271 2.453
H -2.163 -1.311 2.087
H -3.852 -0.860 1.649
H 2.328 0.000 1.770
H 2.996 -0.027 0.417
O 3.123 -0.325 1.333
H 2.298 -0.455 -1.492
H 2.116 1.004 -1.023
O 2.746 0.397 -1.453
H 1.143 2.267 1.135
H 0.376 2.357 -0.195
O 1.144 1.911 0.219
```

Spin multiplicity   2
Lowest unoccupied orbital energy (spin up / spin down)   3.62 / 3.50 eV
Charge   -1
HOMO (spin up / spin down)   0.4 / -7.5 eV

Stability ranking, top and bottom: entry C is the most stable and entry A is the least stable.

Entry A
Density functional theory data (the ωB97M-V functional and the def2-TZVPD basis) for an isolated molecule of C4H5ClN2O.

XYZ file:
```
13
C4H5ClN2O (the ωB97M-V functional and the def2-TZVPD basis)
H 0.612 2.846 0.046
N 1.070 1.952 0.038
C 0.130 1.096 0.029
O -1.210 1.396 -0.076
C -1.853 0.192 -0.023
Cl -3.546 0.221 -0.009
C -1.033 -0.815 0.047
N 0.213 -0.271 0.013
C 1.441 -1.011 -0.068
H -1.245 -1.886 0.205
H 1.636 -1.628 0.854
H 2.334 -0.335 -0.201
H 1.451 -1.758 -0.853
```

Lowest unoccupied orbital energy   0.74 eV
HOMO   -8.0 eV
SMILES   [H]/N=c1\oc(Cl)cn1C

Entry B
Density functional theory data (the ωB97M-V functional and the def2-TZVPD basis) for an isolated molecule of C4H5ClN2O.

XYZ file:
```
13
C4H5ClN2O (the ωB97M-V functional and the def2-TZVPD basis)
O -2.376 -0.619 -1.074
C -1.229 -0.337 -0.738
N -0.119 -0.956 -1.192
C 1.099 -0.669 -0.619
C 1.193 0.130 0.499
Cl 2.620 0.747 1.287
C 0.098 0.951 1.082
N -0.978 0.816 0.030
H -0.406 -1.580 -1.836
H 1.793 -1.325 -1.127
H -0.216 0.172 1.970
H 0.569 2.017 1.318
H -2.049 0.652 0.400
```

Lowest unoccupied orbital energy   0.62 eV
HOMO   -8.7 eV
SMILES   O=C1NC=C(Cl)CN1

Stability ranking, top and bottom: entry A is the most stable and entry B is the least stable.

Entry A
Density functional theory data (the ωB97M-V functional and the def2-TZVPD basis) for an isolated molecule of C3H5ClS2.

XYZ file:
```
11
C3H5ClS2 (the ωB97M-V functional and the def2-TZVPD basis)
S 1.607 1.548 -0.959
C 0.611 0.489 -0.217
C 0.560 -0.942 -0.588
S -0.923 -1.546 -1.310
C -0.301 1.127 0.792
Cl -0.945 0.143 2.115
H 0.627 -1.502 0.312
H 1.369 -1.177 -1.338
H -1.595 -1.521 -0.171
H 0.210 2.025 1.161
H -1.220 1.356 0.202
```

Lowest unoccupied orbital energy   -0.66 eV
HOMO   -9.0 eV
SMILES   S=C(CS)CCl

Entry B
Density functional theory data (the ωB97M-V functional and the def2-TZVPD basis) for an isolated molecule of C3H5ClS2.

XYZ file:
```
11
C3H5ClS2 (the ωB97M-V functional and the def2-TZVPD basis)
S 2.081 -1.567 -0.241
C 1.295 -0.121 0.124
S 1.911 1.424 -0.274
C -0.155 -0.177 0.656
C -1.031 -0.259 -0.595
Cl -2.755 -0.085 -0.188
H 0.816 2.012 0.314
H -0.232 -1.195 1.244
H -0.362 0.673 1.308
H -0.694 0.546 -1.292
H -0.874 -1.252 -1.057
```

Lowest unoccupied orbital energy   -0.61 eV
HOMO   -9.0 eV
SMILES   S=C(S)CCCl

Entry C
Density functional theory data (the ωB97M-V functional and the def2-TZVPD basis) for an isolated molecule of C3H5ClS2.

XYZ file:
```
11
C3H5ClS2 (the ωB97M-V functional and the def2-TZVPD basis)
S -0.407 2.773 0.127
C 0.139 1.321 -0.343
C -0.326 0.004 0.199
S -1.626 -0.880 -0.821
C 0.776 -1.041 0.480
Cl 1.720 -1.463 -0.961
H 0.871 1.245 -1.162
H -0.775 0.272 1.160
H -2.261 0.282 -0.883
H 0.374 -1.904 1.003
H 1.515 -0.611 1.201
```

Lowest unoccupied orbital energy   -0.81 eV
HOMO   -9.2 eV
SMILES   S=C[C@@H](S)CCl

Stability ranking, top and bottom: entry B is the most stable and entry C is the least stable.

Entry A
Density functional theory data (the ωB97M-V functional and the def2-TZVPD basis) for the ion H4N5 with charge +1.

XYZ file:
```
9
H4N5 (the ωB97M-V functional and the def2-TZVPD basis)
N 2.565 -0.005 0.323
N 1.469 0.100 0.115
N 0.236 0.180 -0.079
N -0.447 -1.426 0.159
N -0.415 1.342 0.024
H 0.010 -1.978 -0.656
H -1.398 -1.252 -0.067
H -1.301 1.253 -0.652
H -0.719 1.786 0.834
```

Lowest unoccupied orbital energy   -6.22 eV
Charge   +1
HOMO   -15.4 eV
SMILES   N#[N+]N(N)N

Entry B
Density functional theory data (the ωB97M-V functional and the def2-TZVPD basis) for the ion H4N5 with charge +1.

XYZ file:
```
9
H4N5 (the ωB97M-V functional and the def2-TZVPD basis)
N 0.386 -2.407 -0.820
N 0.254 -1.287 -0.522
N 0.144 -0.114 -0.082
N -0.952 0.241 0.754
N 1.070 0.845 -0.342
H -1.259 -0.677 1.303
H -1.874 0.621 0.374
H 0.781 1.412 -1.170
H 1.450 1.366 0.505
```

Lowest unoccupied orbital energy   -6.18 eV
Charge   +1
HOMO   -15.6 eV
SMILES   N#[N+]N(N)N

Stability ranking, top and bottom: entry B is the most stable and entry A is the least stable.

Entry A
Density functional theory data (the ωB97M-V functional and the def2-TZVPD basis) for a cluster of 2 separate species, H3N2O in total.

XYZ file:
```
6
H3N2O (the ωB97M-V functional and the def2-TZVPD basis)
N -0.745 -0.215 -0.115
N 1.371 0.328 -0.631
O 2.070 0.138 0.446
H -0.282 -0.936 0.463
H -1.159 -0.771 -0.772
H 1.148 1.282 -0.690
```

Lowest unoccupied orbital energy (spin up / spin down)   5.58 / 5.59 eV
Charge   -1
HOMO (spin up / spin down)   -1.8 / -2.1 eV

Entry B
Density functional theory data (the ωB97M-V functional and the def2-TZVPD basis) for a cluster of 2 separate species, H3N2O in total.

XYZ file:
```
6
H3N2O (the ωB97M-V functional and the def2-TZVPD basis)
N -0.805 0.413 -0.097
N 0.347 -0.169 -0.804
O 0.714 -1.619 0.525
H -0.596 1.329 0.119
H -0.822 -0.261 0.705
H 1.162 0.307 -0.448
```

Lowest unoccupied orbital energy (spin up / spin down)   5.52 / 5.48 eV
Charge   -1
HOMO (spin up / spin down)   -2.6 / -2.9 eV

Stability ranking, top and bottom: entry A is the most stable and entry B is the least stable.